ORCA calculation (wB97M-V/def2-TZVPD) on C17H25N3O3S in the gas phase in a non-equilibrium geometry.

```
! RIJCOSX wB97M-V def2-TZVPD def2/J DEFGRID3
* xyz 0 1
C 5.1272 1.7618 -1.1394
H 6.0721 2.2930 -1.0676
H 4.3510 2.4623 -1.4388
H 5.2161 0.9937 -1.9035
C 4.7870 1.1235 0.2041
N 3.5325 0.4154 0.1540
C 2.2710 0.9600 0.1635
C 1.8277 2.2637 0.2834
C 0.4561 2.5080 0.2710
C -0.4248 1.4370 0.1327
C 0.0006 0.1256 0.0123
C 1.3606 -0.1075 0.0340
N 2.1001 -1.2646 -0.0626
C 3.4439 -0.9576 0.0140
O 4.3668 -1.7387 -0.0323
C 1.5914 -2.6099 -0.1450
C 1.0644 -3.0964 1.2021
H 1.8689 -3.1085 1.9332
H 0.2766 -2.4401 1.5655
H 0.6681 -4.1034 1.1036
H 2.4251 -3.2373 -0.4707
H 0.8011 -2.6407 -0.9014
H -0.7226 -0.6637 -0.0953
S -2.1885 1.7766 0.1204
O -2.4900 2.5643 -1.0428
O -2.5541 2.2952 1.4101
N -2.8611 0.2621 -0.0662
C -3.4792 -0.3635 1.0798
C -3.3970 -1.8823 0.9334
C -4.0505 -2.3128 -0.3785
C -3.4061 -1.5750 -1.5508
C -3.4928 -0.0669 -1.3228
H -2.9743 0.4908 -2.1022
H -4.5473 0.2460 -1.3182
H -3.9091 -1.8302 -2.4842
H -2.3578 -1.8677 -1.6373
H -3.9509 -3.3917 -0.5119
H -5.1156 -2.0739 -0.3453
H -3.8951 -2.3553 1.7806
H -2.3501 -2.1921 0.9383
H -2.9503 -0.0135 1.9662
H -4.5322 -0.0573 1.1650
C -0.0768 3.8969 0.4015
H -0.7369 3.9586 1.2649
H 0.7296 4.6180 0.5077
H -0.6757 4.1462 -0.4727
H 2.5224 3.0821 0.3881
H 4.7301 1.8839 0.9885
H 5.5481 0.3860 0.4717
*
```

Calculated values
Gap between HOMO and LUMO (eV): 8.8
Energy above the lowest of the compared OMol25 structures with the same formula, charge and spin (kJ/mol): 0.0
Lowest unoccupied orbital energy (eV): 0.69
DFT total energy (eV): -39484.203
Strongest force on any atom (eV Å⁻¹): 1.10